Record 1
DFT (ωB97M-V/def2-TZVPD) results for a cluster of 11 separate species, C17H56N12O11 in total.

Atoms and positions in Å:
1 N 2.93720 1.54241 -1.23746
2 C 2.83923 2.75912 -0.83044
3 N 2.79048 2.69086 0.45449
4 O 2.64631 3.91664 -1.58911
5 H 3.12666 1.34397 -2.26804
6 H 3.08401 0.75565 -0.67517
7 H 2.75122 3.59413 0.95482
8 H 3.12574 1.90221 1.01940
9 N 0.38686 0.05205 -1.34059
10 C -0.39406 0.25596 -0.31060
11 N -1.28276 -0.71478 -0.15578
12 O -0.22975 1.27517 0.56752
13 H 1.13436 0.65540 -1.53023
14 H 0.02720 -0.59857 -2.10086
15 H -2.10071 -0.50048 0.45757
16 H -1.22546 -1.56842 -0.72902
17 N 3.76323 -0.76165 -3.89784
18 C 2.72113 0.05584 -4.10874
19 N 2.98929 1.34715 -3.93347
20 O 1.45752 -0.51844 -4.36763
21 H 4.74826 -0.47384 -3.72644
22 H 3.60320 -1.81145 -3.88714
23 H 2.19193 1.97015 -4.13472
24 H 3.89638 1.77192 -3.80129
25 N -3.62391 -2.57112 1.26765
26 C -4.47662 -3.01146 2.13257
27 N -4.31256 -2.83410 3.39596
28 O -5.60713 -3.68089 1.74131
29 H -3.87874 -2.92135 0.33063
30 H -2.64503 -2.45814 1.55548
31 H -3.50611 -2.38321 3.89497
32 H -5.07450 -3.14287 4.01113
33 N -3.31654 2.12118 0.99959
34 C -3.87115 0.97698 0.82952
35 N -3.20946 -0.01062 1.37574
36 O -4.95706 0.78563 -0.02093
37 H -3.81136 2.96271 0.83656
38 H -2.37451 2.33615 1.25954
39 H -3.65942 -1.01101 1.19570
40 H -2.70724 0.10482 2.26264
41 N -0.65281 -1.51023 -3.19913
42 C -0.42302 -2.63978 -2.58840
43 N -1.31043 -2.94006 -1.71743
44 O 0.68224 -3.42677 -2.90622
45 H 0.14748 -1.28093 -3.83816
46 H -1.46844 -0.91368 -3.09296
47 H -1.21878 -3.83595 -1.15391
48 H -2.16077 -2.55083 -1.93715
49 C 0.25006 2.25124 3.93801
50 C -0.77169 3.03585 3.17364
51 C -1.34899 4.13142 4.13491
52 O -0.34518 3.60763 2.13376
53 H -0.19939 1.49778 4.59857
54 H 0.94957 2.86311 4.60462
55 H 0.72462 1.58044 3.20735
56 H -1.52188 2.30349 2.92714
57 H -1.56447 3.79513 5.12788
58 H -2.17481 4.68666 3.61977
59 H -0.66229 4.94775 4.22550
60 H 0.00619 2.94728 1.57482
61 C 0.62780 -1.01283 2.91129
62 C 0.08160 -2.32590 2.44043
63 C 0.18097 -3.42837 3.47660
64 O -1.03689 -2.16287 1.95986
65 H 1.68963 -1.08398 3.17733
66 H 0.24073 -0.60367 3.81365
67 H 0.49483 -0.39748 2.04339
68 H 0.72318 -2.72468 1.59419
69 H 1.15987 -3.69629 3.79480
70 H -0.16807 -4.38849 3.05226
71 H -0.34940 -3.23044 4.38040
72 H -0.93872 -1.73158 1.05834
73 C 4.50533 -1.66095 -0.71179
74 C 3.00508 -1.64828 -0.58314
75 C 2.43369 -3.05291 -0.41477
76 O 2.52112 -0.81052 0.23720
77 H 4.97080 -0.66433 -0.93092
78 H 4.87366 -2.14099 -1.61297
79 H 5.07243 -2.15484 -0.03063
80 H 2.58934 -1.36215 -1.50891
81 H 2.76075 -3.43084 0.55759
82 H 2.82756 -3.68351 -1.20480
83 H 1.37495 -2.97461 -0.51000
84 H 1.61041 -0.76288 -0.10874
85 C 0.18072 2.74750 -3.87705
86 O 1.21865 3.58270 -4.35222
87 H -0.22839 1.90387 -4.49260
88 H -0.64580 3.34532 -3.56037
89 H 0.41134 2.26550 -2.90948
90 H 1.73005 3.82380 -3.62127
91 C -2.52504 2.13714 -2.21749
92 O -2.58354 0.69259 -2.50136
93 H -1.58451 2.41913 -1.65255
94 H -3.38839 2.40367 -1.62652
95 H -2.51437 2.72290 -3.11253
96 H -2.21470 0.33604 -1.68708

Output
* LUMO level: 0.0 eV
* charge: 0
* energy above the lowest of the compared OMol25 structures with the same formula, charge and spin: 1125.7 kJ/mol
* orbital gap: 9.290 eV

---

Record 2
DFT (ωB97M-V/def2-TZVPD) results for a cluster of 11 separate species, C17H56O17 in total.

Atoms and positions in Å:
1 O -0.88376 -5.29210 1.25889
2 C -1.38423 -4.47842 0.22113
3 C -0.26219 -3.66856 -0.35862
4 O 0.66714 -4.49287 -1.04675
5 H -1.55149 -5.93558 1.51031
6 H -1.76308 -5.04510 -0.63797
7 H -2.10835 -3.74816 0.60487
8 H 0.24255 -3.06198 0.40193
9 H -0.65991 -2.95928 -1.09053
10 H 1.40479 -4.74549 -0.48957
11 O -1.33061 -1.00863 3.09886
12 C -2.59506 -1.65197 2.92007
13 C -3.35518 -1.81177 4.22841
14 O -4.04648 -0.62747 4.62262
15 H -0.93517 -0.62249 2.29952
16 H -3.06926 -1.09164 2.11159
17 H -2.35379 -2.67636 2.61243
18 H -2.75002 -2.25049 5.01381
19 H -4.12358 -2.54007 3.92344
20 H -4.28429 -0.16641 3.81646
21 O 3.20622 -3.28945 4.27045
22 C 2.52556 -2.10050 4.56011
23 C 2.27852 -1.21328 3.31834
24 O 3.53940 -0.73592 2.83747
25 H 3.98709 -3.04450 3.75575
26 H 1.51086 -2.35014 4.89048
27 H 2.95114 -1.49454 5.36757
28 H 1.55721 -0.44596 3.61426
29 H 1.91629 -1.84616 2.49360
30 H 3.30029 0.07899 2.35812
31 O -2.24882 -1.21334 -4.39666
32 C -2.29439 -2.00965 -3.22835
33 C -3.73340 -2.28919 -2.81313
34 O -4.20717 -3.34892 -3.66380
35 H -1.84225 -1.64135 -5.15086
36 H -1.81269 -2.98106 -3.36137
37 H -1.71342 -1.51539 -2.44094
38 H -4.30578 -1.38778 -3.04199
39 H -3.82054 -2.56657 -1.76811
40 H -4.66246 -2.94730 -4.40810
41 O -1.27591 2.71767 -0.53600
42 C -1.87650 2.97712 -1.80357
43 C -1.99350 1.67878 -2.56590
44 O -2.55736 1.89264 -3.86738
45 H -0.68518 3.46166 -0.35454
46 H -2.90506 3.30387 -1.61007
47 H -1.41700 3.80279 -2.35279
48 H -2.74819 1.08714 -2.04354
49 H -1.01535 1.20335 -2.65757
50 H -2.98014 1.04684 -4.05609
51 O 0.36236 6.52385 0.34831
52 C 1.41332 6.33365 -0.58149
53 C 2.14966 5.04135 -0.28041
54 O 1.28309 3.92305 -0.38170
55 H -0.14578 7.29856 0.08998
56 H 1.08253 6.39493 -1.62632
57 H 2.11606 7.17675 -0.53604
58 H 2.66115 5.07653 0.67705
59 H 2.93205 5.01253 -1.04892
60 H 0.94397 3.92458 -1.28550
61 C 0.17152 0.07127 -0.24577
62 O -1.03276 0.05591 0.50758
63 H 0.76949 -0.73012 0.17936
64 H 0.06806 -0.10260 -1.32446
65 H 0.73133 1.01132 -0.25590
66 H -1.46744 0.90905 0.34240
67 C 3.84966 -2.09650 -1.01119
68 O 2.76969 -1.22916 -1.26105
69 H 3.52968 -3.14654 -0.95247
70 H 4.66956 -1.99260 -1.72320
71 H 4.24977 -1.94297 -0.00217
72 H 2.77631 -0.98506 -2.19827
73 C -1.40429 3.76772 2.29721
74 O -1.81261 4.48167 3.48143
75 H -0.63730 3.06754 2.63915
76 H -2.26359 3.23111 1.90023
77 H -0.95371 4.41701 1.55411
78 H -1.75754 3.84723 4.19879
79 C 1.12066 -1.39130 -3.95573
80 O 2.28328 -0.57271 -3.99367
81 H 1.16219 -2.08658 -3.11975
82 H 0.22737 -0.76598 -3.83695
83 H 0.92050 -1.94088 -4.87912
84 H 2.59773 -0.44709 -4.88964
85 C 4.06851 1.73392 0.54182
86 O 3.58331 1.95315 1.87008
87 H 4.31152 2.65846 0.01904
88 H 5.01654 1.19719 0.62187
89 H 3.41933 1.04087 0.00409
90 H 2.69931 2.32589 1.75094

Output
* LUMO level: 0.1 eV
* charge: 0
* energy above the lowest of the compared OMol25 structures with the same formula, charge and spin: 143.9 kJ/mol
* orbital gap: 9.581 eV

---

no.,HOMO energy (eV),E (Ha)
1,-9.332,-2165.83680
2,-9.513,-1960.15790